This record from the OMol25 dataset describes C4H6N2O in the gas phase. The level of theory is the ωB97M-V functional and the def2-TZVPD basis.

```
13
Properties=species:S:1:pos:R:3:forces:R:3
O 2.234660 1.442548 1.422476 0.1 0.1 0.0
N 0.582924 -2.099565 -0.372639 -0.4 0.0 -0.1
N -2.023070 0.408484 -0.256472 -0.1 0.0 0.2
C 1.382142 1.346692 0.357070 -0.4 0.0 -0.2
C -0.528751 -1.507712 -0.537748 0.2 -0.1 0.0
C 0.317231 0.597135 0.301292 0.0 0.1 0.0
C -0.719931 -0.094984 -0.121543 0.2 0.1 0.1
H 0.521969 -3.065460 -0.692969 0.0 0.1 0.0
H -2.138447 1.330871 0.142111 0.0 -0.1 0.0
H 1.536161 2.030336 -0.475084 0.5 -0.1 -0.1
H -1.428616 -1.992145 -0.942640 0.1 0.0 0.0
H -2.761116 -0.216832 0.037990 0.0 0.0 0.0
H 3.081914 1.771128 1.098231 -0.2 0.0 0.1
```
Forces are in eV/Å.

Values from the calculation:
Structure (SMILES) ... [H]/N=C/C(N)=C=CO
Relative energy (zero: lowest compared OMol25 entry of this formula, charge and spin) ... 3.1566 eV
LUMO ... 0.6 eV

Results of the Löwdin charge analysis, in e, for atoms 1 through 5: 0.00, 0.11, 0.08, -0.21, -0.20

***

This record from the OMol25 dataset describes 4 unconnected molecules or ions with the total composition C33H74BFO14P3 in a non-equilibrium geometry. The level of theory is the ωB97M-V functional and the def2-TZVPD basis.

```
126
Properties=species:S:1:pos:R:3:forces:R:3
P 1.804700 8.560839 -2.994932 6.6 -2.5 -5.9
P 5.221780 -4.500925 4.530295 -1.5 3.9 -5.4
P -7.840869 -2.789385 2.196460 -4.2 -3.0 4.1
F -0.172559 0.736975 -1.706896 0.2 -0.1 0.2
O -2.678620 -1.436221 1.600689 0.2 0.3 -0.2
O -7.229055 -4.136783 1.478104 1.1 2.6 -1.1
O 1.738346 7.187875 -2.396375 -3.0 1.5 2.6
O 1.715385 10.114663 -3.637707 -2.8 0.2 2.6
O 1.773475 8.039360 -4.565440 -0.6 0.2 -0.1
O 4.745878 -3.724647 5.703727 1.1 -2.6 1.6
O -7.840291 -3.566527 3.636790 0.4 0.0 -0.4
O 3.417414 8.823474 -2.831673 -0.4 0.8 0.9
O 5.666219 -5.883391 3.736584 0.3 -0.2 3.0
O -9.381329 -3.070663 1.722399 0.7 0.1 -0.2
O 6.373397 -3.572511 3.843231 -0.2 -0.7 0.5
O 4.008093 -4.294390 3.464643 0.1 -0.5 0.3
O -7.826561 -1.366611 2.616923 2.1 0.2 -2.3
O -1.106961 -2.029099 0.151357 0.2 0.5 0.5
C 0.489622 -4.242923 -1.294064 0.6 0.7 0.2
C -9.261205 -3.029195 -0.719105 0.2 0.0 0.0
C -4.850015 -3.651731 1.886259 -0.2 -0.1 0.3
C 8.472788 -4.599176 4.558488 -0.1 -0.1 0.1
C -0.813802 0.047105 1.501710 0.3 -0.8 -0.1
C 4.152091 -7.411733 4.918878 -0.1 0.2 0.0
C -5.911051 -4.044373 0.881580 0.4 0.0 0.0
C -9.858672 -2.429564 0.543046 -0.1 0.1 -0.3
C 1.516872 11.319290 -1.508126 0.1 -0.1 0.0
C -0.625286 -0.387160 -3.904708 0.8 -0.1 -0.2
C 0.548345 7.550265 -5.101809 0.0 -0.1 0.0
C 0.034284 -2.681029 0.708130 0.4 -0.6 0.4
C 0.345229 -1.307545 -4.667944 -1.1 -1.0 0.0
C -0.925743 3.405728 -2.561446 0.3 0.6 -1.0
C -1.617231 -1.162138 1.102294 -0.8 -0.4 -0.1
C 2.227656 2.276346 -2.593305 0.0 0.1 -0.5
C 1.439838 -2.131733 -2.458519 -0.2 -1.9 0.5
C 0.156474 -4.110847 0.212687 -0.3 -0.1 -0.9
C 2.751703 -3.738778 3.861779 -0.1 0.3 0.1
C 1.767807 -3.460028 -1.718470 -0.5 0.1 0.4
C 5.568407 -7.127987 4.455160 -0.1 -0.3 0.1
C 2.503414 2.031865 -1.324342 0.1 -0.6 0.5
C 0.887890 -2.500376 -3.839929 1.2 1.2 -0.7
C 4.183239 8.120234 -1.851464 0.1 -0.3 0.0
C -7.562217 -2.870602 4.848794 -0.2 0.2 0.2
C 0.968558 11.102628 -2.906474 0.1 0.2 0.1
C 2.724375 -2.236846 3.665968 0.0 0.1 -0.2
C -0.979844 2.231242 -3.566586 0.0 -0.5 1.1
C -0.453827 8.665507 -5.354992 0.0 0.1 0.1
C 7.593762 -3.359386 4.545805 0.3 0.0 0.1
C -8.836034 -2.366446 5.498975 -0.2 -0.1 0.1
C 1.545492 1.326269 -3.543837 0.8 0.2 0.1
C 4.785477 6.854370 -2.428377 0.2 0.0 -0.2
B -0.009228 0.946679 -3.154501 -0.8 0.4 -0.1
H 1.408559 10.418655 -0.893234 -0.1 0.0 0.0
H 2.579197 11.559032 -1.545929 0.0 0.0 0.0
H 0.795191 7.058200 -6.042257 0.1 0.0 0.0
H 8.109889 -2.548849 4.032125 -0.1 0.0 -0.1
H -9.655064 -1.355648 0.594066 0.0 0.0 0.0
H 8.570969 -5.013291 3.555592 0.0 0.1 0.0
H -1.420500 -0.084313 -4.594015 0.0 0.1 -0.1
H 4.090817 -8.397096 5.381706 0.0 0.0 0.0
H 0.179966 -3.326865 -3.814456 -0.3 0.1 0.3
H -10.941093 -2.560548 0.535009 0.0 -0.1 0.1
H 3.605083 -1.750036 4.083073 0.0 -0.1 0.2
H 2.789261 2.788595 -0.606582 0.5 0.1 -0.2
H -4.861252 -4.330275 2.741155 0.0 -0.1 -0.1
H -0.829910 0.094391 2.589896 0.0 0.2 0.0
H 2.702633 -1.994504 2.601967 0.0 0.0 0.0
H 0.618480 -5.285668 -1.581645 -0.3 -0.1 0.2
H 0.987294 12.132013 -1.009673 0.0 0.0 0.0
H 0.124417 6.793910 -4.434680 0.0 0.0 0.0
H 0.685311 -1.635909 -1.852834 0.0 0.5 -0.1
H 0.968827 -2.147331 0.526115 -0.1 0.3 -0.2
H 2.218605 0.470293 -3.680134 -0.2 -0.2 0.1
H -8.604430 -1.690997 6.324849 0.0 0.0 0.0
H 0.201587 -0.068224 1.144511 0.2 0.3 -0.1
H 1.024060 12.028573 -3.478618 0.1 -0.1 -0.1
H 1.746303 -2.870308 -4.419776 0.0 -0.3 0.1
H 0.008965 9.484466 -5.905747 0.0 0.0 0.0
H -1.115421 -1.006572 -3.142657 -0.1 0.1 0.1
H -0.412382 4.237644 -3.060113 0.0 0.2 0.2
H 2.411406 -4.086404 -2.339092 0.0 0.0 -0.1
H -1.914780 3.787478 -2.298336 0.0 -0.1 0.2
H 1.988143 -4.204329 3.235111 0.1 -0.1 -0.1
H -0.367051 -3.825830 -1.822327 -0.1 -0.2 -0.2
H -9.342459 -4.115688 -0.706486 -0.1 0.0 0.0
H -9.415760 -3.202447 5.895590 0.0 0.0 0.0
H 8.041889 -5.378073 5.194870 0.0 0.0 0.0
H -0.238862 -1.788544 -5.466224 0.2 0.0 -0.2
H 5.905507 -7.911009 3.777413 0.1 0.2 -0.1
H 6.253205 -7.111099 5.308877 0.0 0.0 0.0
H 1.835193 -1.806551 4.130094 0.0 0.0 0.0
H -2.006185 1.844844 -3.568687 0.0 0.0 -0.2
H 9.465017 -4.364217 4.946176 0.0 0.0 0.0
H -8.200237 -2.780533 -0.806438 0.0 0.0 0.0
H 3.458666 -7.370790 4.079327 0.0 -0.1 0.0
H -0.083393 10.804169 -2.860655 0.0 0.1 -0.1
H -1.242468 0.943470 1.073725 -0.1 0.1 -0.2
H -3.863188 -3.671791 1.429031 0.0 0.1 0.0
H -0.830664 9.075061 -4.412030 -0.1 0.0 0.0
H 4.048010 6.262222 -2.967810 -0.1 0.0 0.2
H 3.817100 -6.671790 5.653674 0.1 0.0 0.0
H 2.361459 -1.556430 -2.506069 -0.2 0.4 -0.2
H 2.520899 -4.009615 4.891953 0.1 0.1 0.1
H 3.577914 7.904838 -0.971029 -0.1 -0.1 -0.1
H -0.722988 2.542880 -4.582980 -0.2 0.2 -0.1
H -9.474625 -1.844820 4.787385 0.2 0.1 -0.1
H 5.577324 7.101859 -3.138004 0.0 0.0 0.0
H -5.017925 -2.640719 2.270361 0.1 0.0 -0.1
H -0.349645 3.204389 -1.661108 -0.1 -0.3 0.1
H 1.164811 -0.802366 -5.178698 0.1 0.3 0.2
H 7.383197 -3.024192 5.565962 0.0 0.0 0.0
H 2.550277 3.240380 -2.983536 -0.5 0.3 0.0
H 0.900891 -4.614735 0.832638 0.1 0.0 0.0
H -9.766776 -2.643738 -1.605607 0.0 0.0 0.0
H 4.980196 8.794460 -1.529337 -0.1 0.1 -0.1
H -1.309023 8.293401 -5.920530 0.0 0.0 0.0
H -0.095995 -2.724758 1.796635 0.1 0.0 0.0
H -0.808504 -4.603268 0.355617 0.0 -0.1 0.3
H 1.513749 1.832519 -4.514732 0.0 -0.2 -0.2
H -6.858244 -2.057906 4.673399 -0.1 0.1 -0.1
H -7.065367 -3.580037 5.513904 0.0 -0.1 -0.1
H -5.688943 -5.023565 0.459521 -0.2 0.0 0.0
H -5.935486 -3.326503 0.057396 0.0 -0.1 0.0
H 5.217315 6.239413 -1.637277 0.0 0.0 0.0
H 2.381992 1.022224 -0.945662 -0.4 0.1 0.2
H 2.321432 -3.271165 -0.793446 0.3 0.1 -0.1
```
Forces are in eV/Å.

Values from the calculation:
Net charge ... -1
LUMO ... 0.5 eV

Results of the Löwdin charge analysis, in e, for atoms 1 through 5: 0.63, 0.54, 0.55, -0.04, 0.11

***

This record from the OMol25 dataset describes C5H5NO in the gas phase. The level of theory is the ωB97M-V functional and the def2-TZVPD basis.

```
12
Properties=species:S:1:pos:R:3:forces:R:3
O -1.533767 -1.826541 -0.189396 -0.2 0.2 -0.3
N 2.226230 1.054300 -0.293206 -0.5 0.6 -0.3
C 1.618555 -0.163172 0.369357 -0.4 -0.5 0.3
C -0.380761 1.432941 -0.563001 0.1 -0.2 0.1
C -1.454437 -0.629918 0.435884 0.2 0.3 0.1
C 0.970949 0.951125 -0.264489 0.5 0.1 0.0
C -1.273320 0.544791 -0.148100 0.2 -0.1 0.1
H -1.371682 -1.688201 -1.134460 0.0 -0.1 0.1
H -1.524201 -0.735072 1.516862 -0.3 0.1 -0.2
H 1.660257 -1.123026 -0.146758 0.2 0.1 0.0
H -0.567416 2.401442 -1.039628 0.0 -0.5 0.2
H 1.629592 -0.218668 1.456936 0.2 0.0 -0.1
```
Forces are in eV/Å.

Values from the calculation:
Structure (SMILES) ... OC=C=CC1=NC1
Relative energy (zero: lowest compared OMol25 entry of this formula, charge and spin) ... 4.1699 eV
LUMO ... 0.2 eV

Results of the Löwdin charge analysis, in e, for atoms 1 through 5: 0.03, 0.16, -0.15, -0.03, -0.20

***

Among the records above, which one has the lowest LUMO?
C5H5NO